1.
Formula: C6H14ClIO3PPt
Source: the OMol25 dataset
Level of theory: wB97M-V/def2-TZVPD

```
27
Properties=species:S:1:pos:R:3:mulliken_spin:R:1
C -3.043 1.972 -4.768 0.203
C -2.639 0.979 -3.749 0.413
H -3.777 1.482 -5.423 0.029
H -2.200 2.355 -5.362 -0.008
H -3.512 2.815 -4.244 -0.002
O -2.739 -0.223 -3.739 0.491
I -2.680 2.288 -1.590 1.086
Pt -0.732 0.593 -1.783 0.569
P 1.191 -0.562 -2.025 0.015
C 1.115 -2.303 -1.496 0.011
C 1.385 -0.545 -3.830 0.039
H 3.063 0.961 -1.767 0.006
H 3.564 -0.785 -1.606 0.003
H 2.733 0.077 -0.228 0.103
C 2.808 -0.023 -1.339 0.104
H 1.591 0.492 -4.120 -0.002
H 2.207 -1.217 -4.098 0.004
H 1.962 -2.844 -1.960 0.002
H 0.157 -2.755 -1.809 -0.002
H 0.438 -0.880 -4.264 0.012
H 1.207 -2.333 -0.393 -0.002
C -1.757 -0.947 -1.552 0.040
O -2.417 -1.873 -1.316 0.000
Cl 0.761 2.403 -1.531 0.342
O 2.198 0.625 1.416 0.583
H 1.647 1.369 1.112 -0.021
H 1.572 -0.021 1.772 -0.017
```

- energy relative to the best compared isomer or geometry (same formula, charge and spin) (eV) = 0.309
- electronic energy (eV) = -45711.92068
- HOMO-LUMO gap (spin up / spin down) (eV) = 6.31 / 3.77
- multiplicity = 5
- charge = +3


2.
Formula: CH4O2S
Source: the OMol25 dataset
Level of theory: wB97M-V/def2-TZVPD

```
8
Properties=species:S:1:pos:R:3:nbo_charge:R:1
S 1.959 0.840 -0.698 -0.294
H 1.810 0.661 -2.011 0.146
H 1.853 -0.422 -0.300 0.150
O -2.109 0.419 1.350 -0.536
C -1.154 -0.215 1.033 0.653
O -0.967 -0.765 -0.199 -0.726
H -0.316 -0.442 1.698 0.106
H -1.075 -0.076 -0.872 0.502
```

- energy relative to the best compared isomer or geometry (same formula, charge and spin) (eV) = 0.437
- electronic energy (eV) = -16031.63800
- HOMO-LUMO gap (eV) = 10.68
- multiplicity = 1


3.
Formula: C6H11NO3
Source: the OMol25 dataset
Level of theory: wB97M-V/def2-TZVPD

```
21
Properties=species:S:1:pos:R:3:nbo_charge:R:1
C -1.391 1.207 0.668 -0.637
C 0.018 0.567 0.498 0.030
C 0.811 0.974 -0.739 -0.649
C -0.781 -1.882 -1.734 -0.451
C 0.472 -0.149 1.536 -0.418
C 0.184 -2.816 -1.528 0.359
N 1.544 -2.807 -2.185 0.504
O 1.884 -1.875 -2.827 -0.319
O 2.233 -3.822 -2.018 -0.417
O 0.107 -3.805 -0.664 -0.649
H -2.094 0.898 -0.037 0.206
H -1.294 2.347 0.522 0.210
H 1.931 0.594 -0.672 0.216
H 0.386 0.514 -1.652 0.214
H 0.861 1.973 -1.038 0.222
H -1.782 -1.746 -1.338 0.242
H -0.512 -1.045 -2.448 0.226
H -1.704 1.038 1.752 0.215
H -0.086 -0.276 2.443 0.197
H 1.524 -0.476 1.563 0.194
H 0.841 -4.343 -0.667 0.505
```

- energy relative to the best compared isomer or geometry (same formula, charge and spin) (eV) = 6.365
- electronic energy (eV) = -14027.91308
- HOMO-LUMO gap (eV) = 8.83
- multiplicity = 1


4.
Formula: C2H3N5O
Source: the OMol25 dataset
Level of theory: wB97M-V/def2-TZVPD

```
11
Properties=species:S:1:pos:R:3:nbo_charge:R:1
C 0.586 0.554 1.113 0.239
C 0.268 -0.513 -1.043 0.672
H -0.565 1.620 2.392 0.340
H 1.597 0.284 1.175 0.219
H 1.354 -1.702 -1.884 0.385
N 0.421 1.150 2.226 -0.599
N -0.217 0.152 0.047 -0.333
N -1.611 0.375 -0.016 -0.014
N -2.139 -0.273 -1.011 0.158
N 1.350 -0.982 -1.210 -0.684
O -1.042 -0.667 -1.789 -0.385
```

- energy relative to the best compared isomer or geometry (same formula, charge and spin) (eV) = 4.581
- electronic energy (eV) = -11616.24850
- HOMO-LUMO gap (eV) = 9.97
- multiplicity = 1


Q: electronic energy of number 3 (C6H11NO3)?
A: -14027.91308 eV


Q: Which of these has the highest electronic energy?
A: C2H3N5O


Q: Among the records above, which one has the highest electronic energy?
A: C2H3N5O